Here is a 2-piece molecular cluster, C9H10O4 overall from the OMol25 dataset. Energies are from ωB97M-V/def2-TZVPD.

Gap between HOMO and LUMO (spin up / spin down) in eV: 4.3458 / 4.3462
Lowest unoccupied orbital energy (spin up / spin down) in eV: 6.157 / 6.156
DFT total energy in hartree: -649.8205
Strongest force on any atom in eV Å⁻¹: 3.89
Net charge: -2
E_HOMO (spin up / spin down) in eV: 1.81 / 1.81
ΔE to the lowest compared entry with this formula, charge and spin in kJ/mol: 106.6

The geometry in XYZ format:
```
23
C9H10O4 ωB97M-V/def2-TZVPD
C 0.971 -1.521 1.141
C 0.380 -1.654 -0.101
C -2.211 -1.511 0.362
C -0.454 -0.428 -2.200
C 0.698 -0.106 1.509
C 0.089 -0.523 -0.822
C 0.490 0.607 0.120
C 1.747 1.289 -0.438
C -0.738 1.691 0.233
O -2.032 -2.620 0.697
O -0.584 0.732 -2.669
O -2.842 -0.493 0.285
O -0.794 -1.497 -2.777
H 0.889 -2.303 1.824
H 0.108 -2.626 -0.490
H -0.367 -0.007 2.066
H 1.350 0.431 2.196
H 2.728 0.701 -0.563
H 2.016 2.179 0.266
H 1.527 1.851 -1.277
H -0.892 1.953 -0.867
H -0.424 2.537 0.808
H -1.655 1.316 0.697
```

Want to see where the charge sits? The Löwdin charges in e are: number 1, C, carries -0.24; number 2, C, carries -0.21; number 3, C, carries -0.43; number 4, C, carries -0.73; number 5, C, carries -0.22; number 6, C, carries -0.18; number 7, C, carries -0.45; number 8, C, carries -0.08; number 9, C, carries -0.06; number 10, O, carries 0.12; number 11, O, carries -0.11; number 12, O, carries 0.09; number 13, O, carries -0.12; number 14, H, carries 0.02; number 15, H, carries 0.09; number 16, H, carries 0.11; number 17, H, carries 0.07; number 18, H, carries 0.09; number 19, H, carries 0.07; number 20, H, carries 0.02; number 21, H, carries 0.08; number 22, H, carries 0.02; number 23, H, carries 0.03


Here is C30H33BrN8O3S3SeYb as an isolated structure from the OMol25 dataset. Energies are from ωB97M-V/def2-TZVPD.

Gap between HOMO and LUMO (spin up / spin down) in eV: 6.5969 / 6.5993
Lowest unoccupied orbital energy (spin up / spin down) in eV: -3.109 / -3.107
DFT total energy in hartree: -9155.4261
Strongest force on any atom in eV Å⁻¹: 2.04
Net charge: +1
E_HOMO (spin up / spin down) in eV: -9.71 / -9.71
ΔE to the lowest compared entry with this formula, charge and spin in kJ/mol: 82.5
Spin multiplicity: 2

The geometry in XYZ format:
```
80
C30H33BrN8O3S3SeYb ωB97M-V/def2-TZVPD
Yb -0.052 1.189 -0.126
C -3.442 -1.349 2.334
C -2.364 -0.430 1.823
N -2.281 -0.047 0.594
N -3.144 -0.539 -0.321
C -3.125 -0.162 -1.634
N -3.894 -0.884 -2.468
S -2.321 1.185 -2.181
C -1.290 0.025 2.721
C -0.915 -0.724 3.837
C 0.172 -0.315 4.592
C 0.833 0.849 4.238
C 0.390 1.543 3.120
N -0.627 1.142 2.364
H -4.419 -0.993 2.003
H -3.456 -1.379 3.418
H -3.312 -2.370 1.968
H -3.729 -1.336 -0.066
H -4.293 -1.775 -2.219
H -3.902 -0.606 -3.435
H -1.417 -1.644 4.089
H 0.499 -0.897 5.440
H 1.683 1.202 4.799
H 0.875 2.468 2.821
C -1.732 -7.032 -1.497
C -1.082 -5.715 -1.223
C 0.110 -5.369 -1.854
C 0.726 -4.156 -1.599
C 0.143 -3.278 -0.707
C -1.037 -3.605 -0.065
C -1.644 -4.820 -0.318
S 0.782 -1.631 -0.459
O 2.212 -1.598 -0.662
O 0.299 -1.208 0.855
N 0.014 -0.687 -1.489
C 0.738 -0.191 -2.551
C 1.294 -0.987 -3.556
C 1.949 -0.373 -4.603
C 2.023 1.014 -4.638
C 1.459 1.728 -3.599
N 0.846 1.150 -2.564
H -1.600 -7.318 -2.536
H -2.795 -7.001 -1.272
H -1.278 -7.805 -0.876
H 0.555 -6.057 -2.555
H 1.657 -3.885 -2.073
H -1.438 -2.895 0.641
H -2.561 -5.083 0.188
H 1.186 -2.058 -3.501
H 2.383 -0.966 -5.393
H 2.508 1.518 -5.458
H 1.498 2.809 -3.580
Br -1.422 6.754 2.444
C -2.217 5.317 1.509
C -3.543 5.382 1.105
C -4.066 4.272 0.467
C -3.251 3.169 0.262
N -1.968 3.115 0.618
C -1.467 4.180 1.239
H -4.141 6.262 1.283
H -5.090 4.265 0.131
H -3.650 2.296 -0.234
H -0.423 4.143 1.522
Se 2.744 5.400 -0.675
C 1.679 4.069 -0.508
N 0.928 3.169 -0.362
O 1.961 0.868 0.897
S 3.280 0.143 0.842
C 4.312 1.052 2.093
C 5.450 1.708 1.333
C 4.813 2.186 0.037
C 4.142 0.961 -0.552
H 4.634 0.342 2.849
H 3.649 1.790 2.539
H 6.234 0.979 1.122
H 5.888 2.530 1.898
H 5.538 2.622 -0.647
H 4.054 2.936 0.269
H 4.861 0.249 -0.949
H 3.386 1.183 -1.303
```

Want to see where the charge sits? The Löwdin charges in e are: number 1, Yb, carries 1.56; number 2, C, carries 0.00; number 3, C, carries -0.25; number 4, N, carries 0.02; number 5, N, carries 0.00; number 6, C, carries -0.84; number 7, N, carries 0.11; number 8, S, carries 0.72; number 9, C, carries -0.24; number 10, C, carries 0.01; number 11, C, carries -0.02; number 12, C, carries -0.02; number 13, C, carries -0.13; number 14, N, carries 0.04; number 15, H, carries 0.10; number 16, H, carries 0.08; number 17, H, carries 0.09; number 18, H, carries 0.14; number 19, H, carries 0.11; number 20, H, carries 0.10; number 21, H, carries 0.12; number 22, H, carries 0.12; number 23, H, carries 0.12; number 24, H, carries 0.11; number 25, C, carries -0.04; number 26, C, carries -0.26; number 27, C, carries -0.02; number 28, C, carries -0.05; number 29, C, carries -0.26; number 30, C, carries -0.06; number 31, C, carries -0.03; number 32, S, carries 0.59; number 33, O, carries -0.36; number 34, O, carries -0.37; number 35, N, carries -0.24; number 36, C, carries -0.47; number 37, C, carries 0.00; number 38, C, carries -0.04; number 39, C, carries -0.05; number 40, C, carries -0.12; number 41, N, carries 0.02; number 42, H, carries 0.08; number 43, H, carries 0.08; number 44, H, carries 0.09; number 45, H, carries 0.12; number 46, H, carries 0.11; number 47, H, carries 0.08; number 48, H, carries 0.11; number 49, H, carries 0.10; number 50, H, carries 0.11; number 51, H, carries 0.11; number 52, H, carries 0.12; number 53, Br, carries 0.77; number 54, C, carries -0.66; number 55, C, carries -0.09; number 56, C, carries -0.04; number 57, C, carries -0.18; number 58, N, carries 0.00; number 59, C, carries -0.20; number 60, H, carries 0.11; number 61, H, carries 0.11; number 62, H, carries 0.04; number 63, H, carries 0.08; number 64, Se, carries 0.62; number 65, C, carries -1.00; number 66, N, carries -0.11; number 67, O, carries -0.67; number 68, S, carries 1.04; number 69, C, carries -0.27; number 70, C, carries -0.23; number 71, C, carries -0.24; number 72, C, carries -0.27; number 73, H, carries 0.09; number 74, H, carries 0.09; number 75, H, carries 0.12; number 76, H, carries 0.12; number 77, H, carries 0.13; number 78, H, carries 0.06; number 79, H, carries 0.10; number 80, H, carries 0.08


Here is one molecule with the formula C6H12FN from the OMol25 dataset. Energies are from ωB97M-V/def2-TZVPD.

Gap between HOMO and LUMO in eV: 9.9978
Lowest unoccupied orbital energy in eV: 1.091
SMILES: C[C@@H](F)[C@@]1(C)CN1C
DFT total energy in hartree: -390.3926
Strongest force on any atom in eV Å⁻¹: 0.90
Net charge: 0
E_HOMO in eV: -8.91
ΔE to the lowest compared entry with this formula, charge and spin in kJ/mol: 100.3

The geometry in XYZ format:
```
20
C6H12FN ωB97M-V/def2-TZVPD
C -1.955 0.089 -0.824
C -1.086 0.218 0.417
F -1.138 -1.000 1.099
C 0.352 0.619 0.145
C 0.485 2.077 -0.283
C 1.436 0.001 0.957
N 1.332 -0.258 -0.478
C 0.980 -1.610 -0.893
H -1.541 -0.643 -1.553
H -2.037 1.029 -1.355
H -2.983 -0.218 -0.507
H -1.499 0.949 1.113
H -0.034 2.257 -1.249
H 0.063 2.773 0.463
H 1.536 2.320 -0.403
H 2.274 0.627 1.263
H 1.147 -0.813 1.632
H 0.237 -2.079 -0.246
H 1.894 -2.170 -0.891
H 0.594 -1.589 -1.930
```

Want to see where the charge sits? The Löwdin charges in e are: number 1, C, carries -0.02; number 2, C, carries -0.33; number 3, F, carries -0.04; number 4, C, carries -0.45; number 5, C, carries -0.02; number 6, C, carries -0.07; number 7, N, carries -0.08; number 8, C, carries -0.09; number 9, H, carries 0.08; number 10, H, carries 0.07; number 11, H, carries 0.10; number 12, H, carries 0.15; number 13, H, carries 0.08; number 14, H, carries 0.09; number 15, H, carries 0.08; number 16, H, carries 0.11; number 17, H, carries 0.12; number 18, H, carries 0.07; number 19, H, carries 0.07; number 20, H, carries 0.08